[1]
{"formula": "C3H2O3", "method": "ωB97M-V with the def2-TZVPD basis set", "homo_energy_ev": -8.9330, "gap_ev": 7.88, "max_force_ev_per_a": 4.1, "elements": ["C", "C", "C", "O", "O", "O", "H", "H"], "xyz": [[-1.6802, -1.4414, -2.8197], [0.0756, -0.0237, -0.1092], [-0.5626, -1.9193, -2.0717], [-2.8055, -1.1481, -2.9210], [-0.5726, -1.3052, -3.3910], [-0.1963, -0.5036, -1.2054], [0.3914, 1.0472, -0.2045], [0.0916, -0.4359, 0.8870]]}

[2]
{"formula": "C3H2O3", "method": "ωB97M-V with the def2-TZVPD basis set", "homo_energy_ev": [-8.7714, -8.7090], "gap_ev": [7.27, 7.04], "max_force_ev_per_a": 2.3, "elements": ["O", "C", "C", "O", "C", "O", "H", "H"], "xyz": [[-2.0524, 0.8183, 1.0095], [-0.9736, 0.4798, 0.6788], [-0.2918, 0.2236, -0.6731], [-0.6197, 0.7386, -1.7318], [0.9369, -0.4852, -0.3463], [1.2215, -0.7877, 0.8622], [0.3329, -0.1416, 1.4179], [1.5340, -0.8977, -1.1664]]}

[3]
{"formula": "C3H2O3", "method": "ωB97M-V with the def2-TZVPD basis set", "homo_energy_ev": -9.2771, "gap_ev": 8.55, "max_force_ev_per_a": 0.6, "elements": ["O", "C", "C", "O", "C", "O", "H", "H"], "xyz": [[1.1882, -1.4146, 0.5172], [0.2340, -1.1344, -0.3183], [0.1323, 0.3194, -0.5904], [0.7102, 0.8638, -1.5112], [-0.9190, 1.0699, 0.2226], [-1.4715, 0.5668, 1.1683], [1.2209, -2.3800, 0.6292], [-1.0951, 2.1090, -0.1173]]}

[4]
{"formula": "C3H2O3", "method": "ωB97M-V with the def2-TZVPD basis set", "homo_energy_ev": -8.7129, "gap_ev": 7.79, "max_force_ev_per_a": 1.4, "elements": ["O", "C", "C", "O", "C", "O", "H", "H"], "xyz": [[-2.1049, 0.4951, 0.9893], [-0.9859, 0.2624, 0.8384], [-0.0513, 0.3800, -0.8828], [-0.5243, 1.1093, -1.6880], [0.9975, -0.4425, -0.4266], [1.3467, -0.3442, 0.8082], [0.2249, -0.0566, 1.3140], [1.0973, -1.4035, -0.9525]]}

[5]
{"formula": "C3H2O3", "method": "ωB97M-V with the def2-TZVPD basis set", "homo_energy_ev": -9.8773, "gap_ev": 8.40, "smiles": "O=CC(=O)C=O", "max_force_ev_per_a": 0.9, "elements": ["O", "C", "C", "O", "C", "O", "H", "H"], "xyz": [[0.1692, -0.4586, -2.2664], [0.1305, -0.6078, -1.0744], [-0.6150, 0.3546, -0.1276], [-1.6537, 0.9196, -0.3618], [0.1952, 0.4135, 1.1615], [0.5240, -0.6354, 1.6624], [0.7033, -1.3764, -0.5227], [0.5464, 1.3904, 1.5290]]}

[6]
{"formula": "C3H2O3", "method": "ωB97M-V with the def2-TZVPD basis set", "homo_energy_ev": -10.2676, "gap_ev": 10.14, "max_force_ev_per_a": 0.9, "elements": ["O", "C", "O", "C", "C", "O", "H", "H"], "xyz": [[2.3091, -0.2996, -0.0292], [1.1314, -0.1579, 0.0464], [0.2228, -1.1574, 0.4296], [-1.5366, -0.2892, 0.3088], [-0.9123, 0.8414, -0.0357], [0.4663, 0.9868, -0.1368], [-0.1192, -1.6672, -0.3252], [-1.4572, 1.7465, -0.2754]]}

Number 1: M 86.046 Da. Number 2: M 86.046 Da. Number 3: M 86.046 Da. Number 4: M 86.046 Da. Number 5: M 86.046 Da. Number 6: M 86.046 Da.